[1]
Density functional theory data (wB97M-V/def2-TZVPD) for C29H33AsCdN9OS3SbSe4 as an isolated structure in a non-equilibrium geometry.

Positions of all 82 atoms, in Å:
C 0.4881 2.7457 -5.1413
C -3.0133 -3.4925 -2.2030
C -1.2768 3.0619 -2.6105
N -1.5581 -1.5782 1.7605
C 3.0114 1.0050 1.9599
H 0.7745 3.6931 -5.6008
C 1.7471 1.3680 2.4204
H -2.5293 6.1473 -3.2141
C -1.3419 -1.9859 -2.3118
C -2.4583 5.1493 -2.8019
Sb 2.8909 -1.3762 -2.6620
H 0.2155 -0.7458 -2.4999
C -0.1229 -4.3230 2.8870
S -0.0392 2.6892 3.7460
C 2.6287 -3.4793 3.7565
H -3.1294 -0.8976 4.6246
Cd 0.0403 -0.6220 0.5276
Se 2.1491 -0.5451 -4.8803
C 4.0017 2.3709 3.6798
S 1.4673 -2.0972 1.3267
S -2.0749 1.3850 1.9661
H -4.4495 -3.1545 1.1951
H 3.4858 1.9851 -4.6984
C 1.9406 1.8779 -2.0262
N -0.4904 -1.2697 -3.0248
C 0.2873 -2.5078 5.0444
H -2.2031 1.6052 -1.3392
C -2.9898 -1.3297 3.6459
Se 1.8419 -1.3990 -0.5563
C 1.6363 2.2909 3.4805
H -0.5872 2.6096 -5.2319
C -2.2754 2.5931 -1.7585
H -4.0463 3.0767 -0.6737
C -3.7269 -2.5613 1.7348
C -3.9540 -2.1062 3.0233
C -3.3152 3.4233 -1.3884
C -0.4854 1.5539 2.4070
H -4.8778 -2.3305 3.5433
O -0.0420 1.2256 -0.7760
N -3.1521 -3.3698 -0.8779
H -0.9887 -0.5639 3.4569
H 3.4017 -3.5980 2.9751
H -3.6238 -4.5170 -3.8082
C 0.5663 1.7213 -1.7444
H 0.5897 -3.4319 5.5279
H 4.1203 2.8894 -3.3660
H 3.1240 3.7284 -4.6036
H 0.7366 -1.6737 5.5843
H 0.1230 -4.8821 1.9663
H -1.2001 -4.1156 2.8695
C -1.3894 4.3455 -3.1479
H -0.2962 -1.5102 -3.9941
C 2.0583 2.4880 -3.2559
N -1.3870 -1.8048 -0.9615
C -2.5257 -2.2286 1.1096
C 3.2646 2.8197 -4.0266
H 1.0008 1.8976 -5.6256
N -0.1218 2.3054 -2.8293
H 3.1324 0.3667 1.0889
H 4.8871 2.7471 4.1727
N 0.5546 0.9439 1.9119
Se 4.9269 -0.0598 -2.9563
H -4.3515 -5.0174 -2.3156
N -2.1567 -2.8256 -2.9548
Se 3.4869 -3.5533 -3.5759
H -0.7955 -2.4257 5.1035
H 5.1076 1.2438 2.2277
H -0.6159 4.7251 -3.7977
H 2.4176 -4.4627 4.1837
C -3.4157 4.7031 -1.9064
C -1.8082 -1.0874 2.9626
C -2.3198 -2.4966 -0.3165
H 2.6521 3.4730 4.9406
C 2.7546 2.7780 4.1217
N 0.8213 2.7691 -3.7345
H 0.0843 -4.9593 3.7448
H 3.0382 -2.8368 4.5472
C 4.1277 1.5141 2.5937
H -4.2289 5.3516 -1.6096
As 0.9083 -2.6752 3.2213
N -3.8660 -4.3214 -2.8518
H 2.7387 1.5508 -1.3803

Properties
- net charge = -2
- total energy (Ha) = -15136.965114
- HOMO level (hartree) = -0.01594

***

[2]
Density functional theory data (wB97M-V/def2-TZVPD) for C29H33Br72INO2 as an isolated structure in a non-equilibrium geometry.

Positions of all 138 atoms, in Å:
Br 6.2054 12.7328 5.7271
H 5.2659 -12.1028 -10.8799
H -5.9343 5.0918 -0.5327
Br 1.0613 -1.1231 2.5118
Br -0.1109 -3.8810 -10.1974
Br -11.4516 11.1233 -3.3052
C -5.7666 5.2080 -1.6537
H -6.9664 6.5362 -3.1061
C 5.9434 1.8080 4.1080
H -8.0368 5.8434 -0.5906
C 7.9968 -12.2967 -7.6655
H -8.5703 8.9624 12.2906
C 4.1954 -6.3487 -1.6432
Br 1.7619 -8.8867 2.6477
Br 9.5741 -11.2322 -7.2897
Br -3.7714 -4.9883 -6.9033
Br 11.5159 11.1643 10.1967
H -0.0971 7.1402 -0.2836
Br 6.8517 11.4147 8.5845
H -3.3213 5.3571 -0.1350
Br 6.5903 -5.0678 -7.1533
C 10.9750 10.8391 8.3626
N -4.3291 5.2186 -2.0136
C -6.5053 6.6072 -2.0617
Br -1.7765 8.6018 -1.3895
Br -1.9783 6.8944 1.3213
Br 4.5765 -2.5777 -6.8911
Br 4.9228 -1.7504 2.6289
Br -8.5166 9.8620 -3.6507
H -4.4879 6.3581 9.6237
Br 3.5674 -9.4728 -9.3781
C 1.7087 7.9633 4.9125
Br 7.8504 1.4901 4.2650
Br -2.0784 -5.9674 -4.3540
Br -5.7955 -1.9349 2.1293
H 3.8339 -6.9834 -2.4517
C 4.8568 -13.1039 -11.0087
C -5.2017 5.7438 10.1704
H 7.7571 -11.0578 -3.1380
Br -7.5281 4.4880 2.4700
Br -6.4927 6.9512 10.9706
Br 0.2253 9.2166 1.0492
H 2.8869 -9.2570 -6.0655
Br -3.9262 10.0030 4.2819
H 7.9321 -12.3993 -8.7477
C 0.5243 -10.2025 3.3537
C -3.4651 4.5882 -0.9752
Br 3.7522 -5.1302 -8.6576
H -0.2834 -2.1497 0.6900
H -5.4051 0.2300 0.9569
Br -3.8188 0.4962 2.8532
Br 3.2311 -6.8680 -0.0428
Br -6.0291 4.5548 8.8827
Br 6.0591 -14.0604 -12.1927
Br 6.1962 -12.8383 -3.8944
Br -3.7494 8.5135 7.1253
O -3.8568 1.9641 -1.0448
Br 10.8673 12.4835 7.3409
Br -8.2955 11.0038 13.6834
H -0.2638 -9.6545 3.8681
Br 1.3680 -11.3520 4.6686
H -8.5526 7.4524 -1.3949
C 3.2636 -8.6346 -5.2549
H -2.4283 4.3893 -1.4461
Br 2.8908 -6.7949 -5.7344
H -5.7635 7.4903 -2.0393
Br 2.5972 9.4394 5.8047
Br -9.7608 10.2525 -0.7163
Br -7.3529 2.9268 5.2693
Br -0.7995 -6.1419 -7.2955
H 5.5770 1.1592 3.3137
C 1.0708 -2.5085 -9.5030
C -3.2797 -6.9274 1.2261
Br 0.7644 -0.7928 -10.3540
Br 0.9679 -2.3851 -7.5703
Br 8.1446 -14.0879 -6.9354
I -6.7445 3.6499 -2.8390
H -3.6395 -7.5622 0.4182
C -4.7207 -0.4709 1.4349
Br 5.5560 3.6312 3.5727
Br -0.3245 -11.2243 1.9406
Br 8.0531 -12.6771 -1.2741
H 1.2296 8.3707 4.0230
H -4.1523 4.8580 -2.9574
C 0.1838 -2.5773 1.5762
C 5.2102 -4.0188 -8.0234
C 7.0443 -11.6765 -2.5948
Br 2.3203 -9.1670 -3.6449
Br -3.6562 -5.0947 0.7185
Br 3.8179 -4.5155 -2.1494
Br 1.2798 -7.3073 -10.0163
Br -4.8179 6.9299 4.5445
Br 5.1679 -8.9727 -5.1212
Br -1.3744 -7.2527 1.3968
H 5.6641 -3.5592 -8.8997
Br 7.4590 9.7795 5.8887
C -9.2959 9.6563 12.7112
H -6.2017 2.4894 3.1079
Br 3.4357 -4.0924 4.2520
Br 1.4527 -3.9112 0.9603
Br 2.9733 6.6225 4.3110
Br 0.7182 -9.6626 -7.9042
Br -3.4814 -1.0712 0.0691
C 1.6598 -9.1441 -9.5187
H -7.1815 7.4283 -0.0623
C 4.9897 -2.9361 4.1640
H -2.6155 8.0056 4.9716
C -9.6832 10.9324 -2.5306
Br -1.2324 -3.3656 2.6378
C 6.3161 11.0885 6.7492
Br -4.1987 4.7681 11.5136
C -3.9914 3.1802 -0.4117
Br 3.0910 -12.8994 -11.7852
Br 0.3059 7.1996 6.0134
Br 4.9939 1.3137 5.7236
Br 6.1006 -6.6736 -1.4773
Br -8.3875 1.4045 2.6320
Br 6.3738 -11.4088 -7.0808
Br -4.2456 -7.4457 2.8271
H -9.2489 11.9292 -2.4790
H 9.9705 10.4190 8.3962
C -2.0057 -5.1758 -6.1232
C -7.6591 6.8708 -0.9537
H -1.6005 -4.1717 -6.0067
O -4.5511 3.2100 0.7611
Br 12.1107 9.5262 7.4976
H 5.3135 10.6645 6.7803
H 2.0881 -2.8092 -9.7497
H 5.8583 -3.5787 4.0309
C -7.2253 2.7854 3.3386
Br 5.2558 -1.9553 5.8151
Br 5.7620 -10.4765 -1.7745
H 1.2856 -9.7764 -10.3224
Br 4.7807 -13.9163 -9.2496
Br -10.4495 8.6295 13.8844
C -3.6339 8.3187 5.1981
C -0.8072 7.8613 0.1176
Br -10.2779 10.4215 11.2243

Properties
- net charge = -1
- total energy (Ha) = -186956.510870
- HOMO level (hartree) = -0.18443

***

[3]
Density functional theory data (wB97M-V/def2-TZVPD) for C29H33F16N8O7P as an isolated structure in a non-equilibrium geometry.

Positions of all 94 atoms, in Å:
H -1.3488 1.2959 -4.6543
C 2.5318 1.1468 -0.8229
H 0.2283 -0.0212 1.9063
C -0.6359 -0.9906 -2.1029
H -0.9688 3.6596 -0.6101
C -2.9604 -1.9763 0.1305
N 1.7223 -3.8873 3.8027
C 1.3155 5.4269 2.4772
C -0.4590 -0.6405 1.2641
H 3.1624 6.4552 2.4274
H 6.6163 1.5232 -3.4193
N -3.7982 -2.7180 -3.7808
H 0.0968 -2.5131 0.1221
H 5.6117 0.1090 -3.0456
H -0.1714 -2.0349 4.0090
H -1.8525 3.1025 2.9294
C -4.4016 -2.0587 0.8239
F 5.1795 0.5785 1.0966
C -1.0064 0.0534 -0.0152
H 1.3579 -1.9816 1.2583
H 1.4510 -2.0461 -4.5837
C 2.8738 -3.8469 3.9396
C 2.8753 1.3693 0.6857
F 3.6132 -0.9649 1.2010
C 2.4720 -1.7136 -4.7636
N 7.7035 -0.8399 -5.2364
P -0.7368 1.5856 -2.6101
F 1.8633 1.6692 1.5510
C -5.8431 -1.0618 -3.8024
H -0.1079 2.6358 3.0395
N -2.0878 -1.1166 -1.9594
C -0.0756 0.3262 -1.3198
F -3.4204 0.1659 -0.5747
O 0.4650 -2.5807 3.4919
O 0.2059 2.9249 -2.8056
C -4.6953 -1.9941 -3.7900
F -6.3259 0.1216 2.0163
F 1.7337 0.2322 -2.7659
H -1.3097 -3.1228 2.4044
O -0.1293 -1.8262 -2.7966
H 3.0688 -1.9013 -3.8716
F -3.3866 -1.7041 3.0858
C 6.6320 0.4542 -3.2093
H -1.3443 -0.7894 1.9492
C 7.2339 -0.2737 -4.3494
H 0.1939 -4.0698 2.0737
C -0.2021 -3.0489 2.2927
C 3.0453 -2.4451 -5.9173
F 1.9460 -1.1236 -1.0897
C 3.8602 0.3462 1.3887
H -2.3994 -2.0431 -2.2721
C -2.3165 -0.7472 -0.5714
F 3.6429 2.5538 0.7112
H 2.4662 -0.6441 -4.9696
F -5.4155 -1.5888 -0.0021
C 4.3450 -3.7922 4.1228
H -2.2744 3.0737 -2.2610
H -4.6161 -1.0425 5.3063
C 1.4602 0.1495 -1.3606
H 2.9034 5.3237 1.0840
N -2.2045 2.0630 -2.3652
F 2.5734 2.3847 -1.4390
F 3.7549 0.5895 2.7458
H 0.6428 3.1764 0.0297
F -4.2669 0.9059 1.9759
C -0.4147 3.3830 0.3192
O -5.4402 -0.5645 5.0928
F -4.7244 -3.4130 0.9087
C -1.1024 2.3203 2.6478
H 7.2165 0.2773 -2.3069
F -5.4828 -2.3360 2.9122
H -6.7142 -1.5417 -3.3572
N 0.4521 4.9314 3.0591
C 0.2394 -2.0486 1.1415
H -5.5971 -0.1668 -3.2304
H -1.3949 1.3379 3.1109
O -2.4052 -3.0439 0.0306
H -0.5046 4.2725 0.9985
N 3.4904 -3.0145 -6.8153
H 4.7519 -2.9077 3.6307
O -5.0400 1.4958 4.3449
C -5.0428 -0.0733 2.5255
H -6.0776 -0.7774 -4.8277
N -1.7670 1.2068 0.5319
C -1.1225 2.1819 1.0638
F 3.7446 0.5957 -1.3170
O -0.7484 0.7928 -4.0757
C -5.1739 0.3380 4.0755
H 2.0405 6.8754 1.1176
H -0.3641 3.6929 -2.9931
H 4.5830 -3.7475 5.1853
C 2.4248 6.0601 1.7298
C -4.5113 -1.5342 2.3056
H 4.8047 -4.6815 3.6927

Properties
- net charge = 0
- total energy (Ha) = -4028.486656
- HOMO level (hartree) = -0.31196

***

Among the records above, which one has the highest HOMO level?
C29H33AsCdN9OS3SbSe4

***

Among the records above, which one has the lowest net charge?
C29H33AsCdN9OS3SbSe4

***

Which formula does entry 3 have?
C29H33F16N8O7P

***

Which of these has the highest total energy?
C29H33F16N8O7P